{
  "formula": "C2H4N2O2",
  "method": "ωB97M-V/def2-TZVPD",
  "homo_lumo_gap_ev": 9.99,
  "spin_multiplicity": 1,
  "e_tot_ev": -9209.05801,
  "smiles": "C1=NOCON1",
  "homo_ev": -9.186,
  "relative_energy_kj_mol": 594.8,
  "symbols": ["C", "N", "O", "C", "O", "N", "H", "H", "H", "H"],
  "coordinates": [[0.3308, 0.1320, -1.2535], [-0.6774, 1.0473, -1.1312], [-1.1494, 1.0481, 0.2191], [-0.5692, 0.0458, 1.0250], [0.8283, 0.1820, 1.1109], [1.1692, -0.3981, -0.2252], [0.5482, -0.1235, -2.2404], [-0.7886, -0.9706, 0.5939], [-1.1038, 0.3463, 1.8966], [1.4120, -1.3091, 0.0049]],
  "atomic_forces_ev_per_a": [[-2.4, 2.4, 2.1], [3.0, -4.1, 1.0], [0.8, 0.5, -1.2], [-1.3, 0.5, -0.5], [-0.4, -1.2, -2.6], [-0.6, 4.4, 0.8], [0.8, -0.4, -1.4], [-0.2, 0.8, 0.8], [0.2, -0.7, 1.5], [0.1, -2.2, -0.5]],
  "lowdin_charge": [-0.13, 0.08, -0.14, -0.27, -0.05, 0.04, 0.09, 0.15, 0.13, 0.10]
}